The following is a quantum chemistry calculation of a molecular structure, C42H34N3S4W, from OMol25.

Computed properties:
frontier orbital gap (alpha / beta): 6.5282 / 6.5243 eV
total charge: +1
electronic energy: -93740.0734 eV
HOMO level (alpha / beta): -9.9 / -9.9 eV

Element x y z (Å)
W 0.913 -0.271 0.433
S 2.830 0.330 1.538
C 2.981 -0.749 2.937
C 4.221 -0.975 3.517
C 4.329 -1.815 4.615
C 3.202 -2.425 5.149
C 1.958 -2.198 4.583
C 1.856 -1.360 3.486
S 0.275 -1.042 2.747
C -0.113 0.500 3.614
C -0.973 1.343 2.729
C -1.499 2.530 3.184
C -2.144 3.358 2.266
C -2.365 2.928 0.983
C -1.959 1.622 0.652
C -2.595 -0.445 -0.333
S -1.061 -1.244 -0.878
C -1.299 -2.875 -0.207
C -2.484 -3.559 -0.457
C -2.656 -4.841 0.028
C -1.624 -5.445 0.742
C -0.441 -4.774 0.965
C -0.255 -3.473 0.493
S 1.300 -2.693 0.760
N -1.142 0.903 1.459
H 5.103 -0.506 3.104
H 5.299 -1.998 5.053
H 3.296 -3.080 6.004
H 1.075 -2.678 4.983
H 0.817 1.024 3.858
H -0.629 0.267 4.547
H -1.362 2.832 4.211
H -2.507 4.329 2.572
H -2.918 3.512 0.265
H -3.403 -0.758 -0.991
H -2.813 -0.755 0.692
H -3.270 -3.099 -1.041
H -3.576 -5.375 -0.160
H -1.745 -6.451 1.119
H 0.357 -5.254 1.518
C 1.877 -2.292 -3.507
C 2.300 -1.230 -4.292
C 2.393 0.019 -3.719
C 2.063 0.216 -2.370
C 1.640 -0.844 -1.547
C 1.563 -2.096 -2.176
C 2.104 1.554 -1.793
C 2.730 2.622 -2.498
C 2.768 3.861 -1.961
C 2.209 4.064 -0.678
C 2.274 5.328 -0.056
C 1.790 5.511 1.210
C 1.226 4.414 1.877
C 1.144 3.185 1.280
C 1.621 2.967 -0.016
N 1.541 1.707 -0.598
H 1.786 -3.282 -3.931
H 2.551 -1.375 -5.333
H 2.708 0.840 -4.342
H 1.254 -2.966 -1.615
H 3.188 2.429 -3.451
H 3.240 4.685 -2.476
H 2.729 6.142 -0.604
H 1.854 6.475 1.694
H 0.854 4.533 2.887
H 0.728 2.377 1.839
C -5.295 1.227 -0.067
C -4.601 1.789 -1.273
C -5.324 2.432 -2.265
C -4.686 2.950 -3.383
C -3.317 2.833 -3.523
C -2.552 2.189 -2.554
C -1.069 2.044 -2.745
C -3.216 1.675 -1.439
N -2.453 0.981 -0.436
H -6.212 1.777 0.135
H -4.673 1.283 0.828
H -5.570 0.180 -0.212
H -6.396 2.537 -2.159
H -5.265 3.446 -4.149
H -2.830 3.243 -4.396
H -0.615 3.006 -2.987
H -0.856 1.363 -3.571
H -0.577 1.646 -1.860

=====

The following is a quantum chemistry calculation of a molecular structure, C27H38N4O5SSeSiTi, from OMol25.

Computed properties:
frontier orbital gap: 7.6723 eV
total charge: 0
electronic energy: -151999.2055 eV
HOMO level: -8.0 eV

Element x y z (Å)
Ti 0.474 -0.042 0.250
O -0.627 0.971 -0.790
C -1.954 1.159 -0.593
C -2.473 2.448 -0.581
C -3.828 2.632 -0.376
C -4.675 1.541 -0.187
C -4.154 0.263 -0.212
C -2.791 0.053 -0.423
C -2.219 -1.290 -0.492
N -0.928 -1.582 -0.455
C -0.816 -2.954 -0.524
C -2.054 -3.493 -0.628
N -2.930 -2.430 -0.608
H -1.799 3.283 -0.709
H -4.227 3.637 -0.350
H -5.730 1.694 -0.012
H -4.815 -0.578 -0.038
H 0.141 -3.444 -0.488
H -2.388 -4.510 -0.708
H -3.932 -2.489 -0.659
Se 0.656 1.731 1.990
C 0.920 3.396 1.091
C 1.062 4.521 1.901
C 1.267 5.758 1.314
N 1.344 5.961 -0.001
C 1.211 4.879 -0.765
C 0.999 3.596 -0.282
H 1.015 4.437 2.978
H 1.376 6.636 1.942
H 1.281 5.040 -1.836
H 0.907 2.775 -0.983
S -1.734 -1.941 3.501
C -0.511 -1.520 2.575
N 0.382 -1.212 1.854
C 4.234 -0.666 2.040
C 4.608 -1.647 0.940
C 6.037 -2.130 1.116
C 3.637 -2.820 0.894
O 4.588 -0.975 -0.336
Si 3.410 -0.517 -1.337
O 2.056 -0.083 -0.480
O 3.872 0.727 -2.260
C 4.581 1.944 -1.938
C 3.977 3.018 -2.827
C 6.045 1.706 -2.268
C 4.401 2.305 -0.469
O 2.982 -1.771 -2.277
C 2.359 -1.798 -3.573
C 1.793 -3.200 -3.730
C 3.427 -1.527 -4.623
C 1.245 -0.762 -3.643
H 4.283 -1.170 3.007
H 3.224 -0.270 1.921
H 4.931 0.172 2.060
H 6.148 -2.656 2.065
H 6.722 -1.283 1.108
H 6.313 -2.807 0.307
H 3.713 -3.413 1.807
H 3.856 -3.460 0.039
H 2.606 -2.470 0.815
H 4.106 2.758 -3.879
H 4.452 3.982 -2.644
H 2.910 3.120 -2.623
H 6.166 1.480 -3.327
H 6.426 0.866 -1.686
H 6.639 2.590 -2.032
H 3.348 2.290 -0.187
H 4.776 3.313 -0.284
H 4.944 1.613 0.173
H 2.571 -3.941 -3.552
H 1.403 -3.339 -4.739
H 0.981 -3.371 -3.022
H 4.201 -2.294 -4.579
H 3.889 -0.555 -4.458
H 2.984 -1.538 -5.620
H 0.511 -0.922 -2.849
H 0.722 -0.847 -4.598
H 1.638 0.252 -3.561

=====

The following is a quantum chemistry calculation of a single C11H20O2 molecule, from OMol25.

Computed properties:
frontier orbital gap: 10.8659 eV
total charge: 0
electronic energy: -15826.7815 eV
HOMO level: -10.0 eV

Element x y z (Å)
C 4.673 0.230 -0.876
C 3.877 -0.159 0.364
C 2.616 0.684 0.561
C 1.576 0.567 -0.555
C 1.008 -0.845 -0.703
C -0.173 -0.920 -1.682
C -1.546 -0.944 -1.007
C -1.877 0.342 -0.241
C -3.274 0.308 0.267
C -3.627 0.404 1.547
C -5.034 0.351 1.956
O -5.983 0.216 1.223
O -5.174 0.471 3.289
H 4.117 0.011 -1.784
H 4.905 1.293 -0.862
H 5.608 -0.323 -0.913
H 4.511 -0.029 1.244
H 3.611 -1.216 0.309
H 2.911 1.733 0.649
H 2.150 0.394 1.506
H 0.767 1.264 -0.334
H 2.018 0.876 -1.503
H 1.802 -1.503 -1.058
H 0.694 -1.215 0.275
H -0.088 -1.832 -2.276
H -0.125 -0.077 -2.374
H -2.308 -1.101 -1.774
H -1.594 -1.789 -0.317
H -1.184 0.476 0.590
H -1.775 1.190 -0.925
H -4.056 0.181 -0.471
H -2.910 0.529 2.345
H -6.113 0.432 3.528

=====

The following is a quantum chemistry calculation of a molecular structure, C28H46NOP2Pt at a distorted geometry, from OMol25.

Computed properties:
frontier orbital gap (alpha / beta): 5.2677 / 5.2694 eV
total charge: +1
electronic energy: -55140.3013 eV
HOMO level (alpha / beta): -9.5 / -9.5 eV

Element x y z (Å)
Pt -0.848 -0.149 -0.242
C -1.514 1.772 -4.162
C -0.210 1.768 -3.374
C 0.626 0.538 -3.741
P -0.432 1.742 -1.519
C -1.153 3.370 -0.959
C -2.658 3.498 -1.176
C -0.873 3.435 0.541
C 1.332 1.982 -1.082
C 1.967 3.196 -1.260
C 3.290 3.405 -0.882
C 3.901 4.762 -0.974
C 3.991 2.332 -0.333
C 3.403 1.102 -0.174
C 2.055 0.883 -0.539
N 1.404 -0.268 -0.299
C 1.937 -1.442 0.111
C 3.181 -1.937 -0.327
C 3.731 -3.062 0.243
C 3.080 -3.750 1.267
C 3.720 -4.921 1.935
C 1.800 -3.334 1.624
C 1.209 -2.224 1.053
P -0.482 -1.668 1.469
C -1.551 -3.171 1.719
C -1.506 -3.999 0.434
C -1.321 -4.033 2.959
C -0.225 -0.847 3.122
C -1.568 -0.397 3.688
C 0.678 0.359 2.875
H -1.290 1.665 -5.223
H -2.054 2.707 -4.031
H -2.152 0.941 -3.864
H 0.361 2.673 -3.616
H 0.089 -0.379 -3.487
H 1.580 0.538 -3.213
H 0.830 0.536 -4.811
H -0.651 4.187 -1.485
H -3.192 2.851 -0.484
H -2.954 3.248 -2.190
H -2.963 4.526 -0.983
H -1.303 2.543 1.011
H -1.335 4.315 0.983
H 0.192 3.464 0.756
H 1.432 4.026 -1.695
H 3.544 5.301 -1.848
H 4.986 4.701 -0.999
H 3.620 5.339 -0.091
H 5.015 2.470 -0.024
H 3.960 0.300 0.281
H 3.697 -1.434 -1.130
H 4.695 -3.409 -0.095
H 4.790 -4.933 1.749
H 3.301 -5.853 1.554
H 3.554 -4.905 3.010
H 1.273 -3.880 2.390
H -2.551 -2.720 1.794
H -0.529 -4.461 0.301
H -1.706 -3.362 -0.430
H -2.256 -4.788 0.464
H -0.490 -4.720 2.816
H -2.206 -4.640 3.145
H -1.136 -3.433 3.848
H 0.270 -1.540 3.814
H -2.085 0.234 2.964
H -1.413 0.181 4.596
H -2.205 -1.243 3.933
H 0.252 0.985 2.086
H 1.673 0.046 2.564
H 0.773 0.959 3.777
C -5.629 -0.260 -1.046
C -4.175 0.186 -1.084
O -3.257 -0.890 -0.959
H -6.264 0.613 -0.922
H -5.803 -0.938 -0.213
H -5.914 -0.764 -1.967
H -3.957 0.842 -0.239
H -3.972 0.736 -2.012
H -3.404 -1.502 -1.690

=====

The following is a quantum chemistry calculation of 2 unconnected molecules or ions with the total composition C4H9B at a distorted geometry, from OMol25.

Computed properties:
frontier orbital gap: 8.7690 eV
total charge: 0
electronic energy: -4965.2221 eV
HOMO level: -8.3 eV

Element x y z (Å)
B 0.873 1.082 -0.903
C -2.602 0.109 0.436
C -2.650 -0.261 -0.821
C 2.254 0.761 1.114
C 1.234 0.071 0.163
H -3.355 -0.310 1.073
H -1.999 0.934 0.887
H -2.126 0.218 -1.698
H -3.396 -0.961 -1.216
H 2.797 0.151 1.845
H 3.166 1.098 0.518
H 1.753 1.555 1.632
H 1.683 -0.832 -0.078
H 0.234 -0.167 0.662

=====

The following is a quantum chemistry calculation of 4 unconnected molecules or ions with the total composition C19H30O8S at a distorted geometry, from OMol25.

Computed properties:
frontier orbital gap: 7.3584 eV
total charge: 0
electronic energy: -47385.8613 eV
HOMO level: -9.4 eV

Element x y z (Å)
C 5.246 -1.971 0.443
O 5.667 -0.847 -0.447
C 4.993 -1.037 -1.773
C 4.457 0.366 -2.429
C 2.831 0.519 -2.530
C 1.989 0.038 -1.214
C 0.465 -0.512 -1.530
C -0.850 0.404 -1.054
C -2.410 -0.082 -1.297
S -3.905 0.914 -0.734
C -4.119 0.505 1.121
O -3.753 2.446 -0.904
O -5.242 0.491 -1.401
C -2.733 -1.528 -2.059
C -1.432 -2.422 -2.502
C 0.153 -1.939 -2.277
C 1.331 -2.954 -2.835
O 2.468 -2.582 -3.428
C 0.997 -4.584 -2.666
C -0.442 -5.017 -2.882
C -1.651 -3.914 -3.225
O -2.681 -4.218 -4.021
H 5.227 -3.014 -0.121
H 6.062 -2.106 1.304
H 4.156 -1.809 0.887
H 5.773 -1.615 -2.463
H 4.125 -1.806 -1.568
H 4.862 0.379 -3.552
H 5.002 1.288 -1.908
H 2.370 0.025 -3.514
H 2.614 1.686 -2.658
H 2.514 -0.756 -0.536
H 1.844 1.006 -0.533
H -0.654 1.432 -0.480
H -5.217 0.719 1.469
H -3.892 -0.651 1.213
H -3.348 1.164 1.705
H -3.852 -1.871 -2.258
H 1.869 -5.338 -2.401
H -0.651 -6.167 -2.761
C -3.066 1.904 4.828
O -1.876 1.561 4.142
H -3.628 0.992 5.042
H -2.815 2.403 5.767
H -3.671 2.564 4.202
H -1.398 2.389 3.966
C -5.879 0.887 7.711
O -6.003 1.752 6.597
H -4.939 1.101 8.225
H -6.713 1.053 8.397
H -5.876 -0.151 7.368
H -6.845 1.538 6.161
C 3.960 4.818 -2.604
O 3.317 3.566 -2.455
H 4.475 4.841 -3.567
H 3.216 5.617 -2.572
H 4.689 4.952 -1.801
H 2.870 3.575 -1.592

=====

The following is a quantum chemistry calculation of a single C6H5ClO4 molecule at a distorted geometry, from OMol25.

Computed properties:
frontier orbital gap: 7.7562 eV
total charge: 0
electronic energy: -27012.8292 eV
HOMO level: -9.5 eV

Element x y z (Å)
O 0.266 -1.517 -3.272
C -0.809 -1.854 -2.659
C -1.116 -1.311 -1.340
Cl -2.747 -1.597 -0.767
C -0.137 -0.638 -0.652
C -0.416 0.152 0.593
C 0.463 1.006 1.072
O 1.634 1.066 0.320
C 0.415 1.518 2.300
O -0.635 1.826 2.784
O 1.641 1.833 2.877
H -1.632 -2.506 -3.039
H 0.931 -0.685 -0.956
H -1.379 0.117 1.116
H 1.272 1.196 -0.617
H 2.250 1.395 2.241

=====

The following is a quantum chemistry calculation of 2 unconnected molecules or ions with the total composition C28H51O4Si at a distorted geometry, from OMol25.

Computed properties:
frontier orbital gap: 2.4459 eV
total charge: -1
electronic energy: -45925.9386 eV
HOMO level: -2.0 eV

Element x y z (Å)
C 3.733 -3.415 1.795
C 2.239 -3.923 1.560
C 1.926 -4.481 0.089
C 2.537 -3.624 -1.112
C 1.528 -3.472 -2.369
C 0.395 -2.369 -2.140
C 0.939 -0.870 -2.031
C 1.219 -0.176 -3.459
C 1.179 1.431 -3.283
C 2.639 1.933 -2.796
C 2.569 3.509 -2.529
C 3.595 3.991 -1.376
C 3.054 3.473 0.061
C 2.821 4.647 1.119
C 1.435 4.569 1.910
C 0.161 4.235 1.002
C -0.432 2.775 1.260
C 0.424 1.698 1.550
C -0.108 0.226 1.766
O 0.712 -0.700 1.675
C -1.652 0.055 2.050
C -2.576 1.100 1.769
C -4.096 0.812 2.118
C -5.149 1.361 1.045
O -6.178 0.409 0.682
Si -5.685 -0.643 -0.599
C -4.585 -2.116 -0.048
C -4.875 0.233 -2.093
C -7.320 -1.439 -1.277
C -1.997 2.442 1.183
O -2.699 3.338 0.637
H 3.675 -2.615 2.620
H 4.333 -4.269 2.238
H 4.217 -2.905 0.904
H 2.088 -4.808 2.278
H 1.431 -3.171 1.843
H 2.185 -5.591 0.057
H 0.780 -4.432 -0.034
H 2.972 -2.618 -0.807
H 3.427 -4.230 -1.523
H 2.082 -3.206 -3.330
H 0.993 -4.483 -2.440
H -0.274 -2.396 -3.077
H -0.308 -2.649 -1.275
H 1.899 -0.788 -1.421
H 0.143 -0.268 -1.458
H 2.305 -0.437 -3.720
H 0.493 -0.492 -4.272
H 0.467 1.683 -2.419
H 0.833 1.963 -4.225
H 2.984 1.343 -1.882
H 3.393 1.699 -3.633
H 2.809 4.038 -3.507
H 1.500 3.811 -2.234
H 4.578 3.460 -1.598
H 3.682 5.129 -1.388
H 3.865 2.772 0.470
H 2.142 2.833 -0.154
H 3.649 4.538 1.910
H 2.972 5.678 0.662
H 1.252 5.618 2.346
H 1.511 3.886 2.827
H -0.664 4.969 1.267
H 0.439 4.418 -0.090
H 1.534 1.894 1.624
H -1.981 -0.942 2.504
H -4.225 -0.322 2.157
H -4.329 1.193 3.176
H -5.698 2.235 1.552
H -4.629 1.840 0.138
H -3.545 -1.939 -0.501
H -5.019 -3.065 -0.530
H -4.533 -2.280 1.073
H -4.852 -0.446 -3.003
H -3.821 0.550 -1.757
H -5.464 1.203 -2.276
H -7.043 -2.333 -1.945
H -8.019 -1.777 -0.446
H -7.825 -0.690 -1.986
C 3.147 -3.748 5.407
O 2.380 -4.647 4.790
H 3.467 -3.982 6.449
H 4.129 -3.506 4.935
H 2.722 -2.725 5.543

=====

The following is a quantum chemistry calculation of a single C4H7NO molecule, from OMol25.

Computed properties:
frontier orbital gap: 10.7024 eV
total charge: 0
electronic energy: -7798.3186 eV
HOMO level: -9.7 eV

Element x y z (Å)
O 0.128 2.728 -1.474
C 0.389 1.637 -1.017
N -0.481 0.587 -0.957
C -0.124 -0.648 -0.336
C -0.723 -1.079 0.979
C 0.669 -0.527 0.932
H 1.376 1.376 -0.588
H -1.340 0.684 -1.481
H 0.115 -1.459 -1.025
H -1.493 -0.467 1.440
H -0.831 -2.149 1.122
H 1.533 -1.164 1.079
H 0.783 0.480 1.326